Record 1
{"formula": "C37H55BrCl8F12NO4S", "method": "ωB97M-V/def2-TZVPD", "fmax_ev_per_a": 9.75, "e_tot_ev": -262577.8347, "spin_multiplicity": 1, "lumo_ev": -3.31, "charge": 1, "gap_ev": 7.54, "species": ["C", "O", "C", "C", "C", "C", "C", "C", "C", "C", "C", "C", "C", "N", "C", "C", "F", "F", "C", "C", "C", "C", "C", "C", "F", "F", "F", "C", "C", "C", "C", "C", "Br", "O", "C", "S", "O", "O", "C", "F", "F", "C", "F", "F", "C", "F", "F", "F", "H", "H", "H", "H", "H", "H", "H", "H", "H", "H", "H", "H", "H", "H", "H", "H", "H", "H", "H", "H", "H", "H", "H", "H", "H", "H", "H", "H", "H", "H", "H", "H", "H", "H", "H", "H", "H", "H", "H", "Cl", "C", "C", "Cl", "H", "H", "H", "H", "Cl", "C", "C", "Cl", "H", "H", "H", "H", "Cl", "C", "C", "Cl", "H", "H", "H", "H", "Cl", "C", "C", "Cl", "H", "H", "H", "H"], "coordinates": [[8.878, -1.173, 1.451], [8.870, -2.553, 0.943], [8.310, -2.647, -0.415], [6.746, -3.225, -0.437], [5.619, -2.034, -0.207], [5.818, -0.729, -1.180], [4.585, 0.391, -1.050], [3.831, 0.283, 0.402], [2.954, 1.599, 0.830], [1.798, 2.032, -0.285], [0.859, 0.783, -0.785], [-0.775, 1.142, -0.791], [-0.876, 2.521, -1.732], [-1.125, 1.435, 0.654], [-2.603, 1.662, 0.866], [-3.060, 1.229, 2.385], [-4.405, 1.757, 2.729], [-2.057, 1.862, 3.321], [-3.003, -0.381, 2.692], [-1.636, -1.222, 3.093], [-1.552, -2.829, 3.399], [-2.941, -3.707, 3.358], [-4.327, -2.900, 3.009], [-5.744, -3.754, 3.012], [-6.793, -2.792, 3.516], [-6.119, -4.303, 1.689], [-5.590, -4.819, 4.070], [-4.404, -1.294, 2.657], [-3.585, 0.937, -0.238], [-4.302, 2.024, -1.290], [-4.962, 1.293, -2.613], [-6.409, 2.087, -2.881], [-3.908, 1.494, -4.299], [-3.018, -0.236, -0.906], [-1.694, -0.018, -1.482], [-0.873, -1.745, -1.481], [-2.042, -2.721, -1.900], [-0.458, -2.209, -0.050], [0.451, -1.946, -2.786], [0.290, -0.881, -3.839], [1.849, -1.846, -2.252], [0.368, -3.381, -3.584], [1.595, -3.443, -4.457], [-0.790, -3.507, -4.503], [0.427, -4.710, -2.627], [-0.868, -5.419, -2.461], [1.342, -5.688, -3.326], [1.018, -4.495, -1.286], [9.932, -0.897, 1.939], [8.108, -1.147, 2.360], [8.669, -0.346, 0.650], [8.443, -1.671, -1.067], [8.950, -3.484, -0.977], [6.575, -3.865, -1.402], [6.652, -3.938, 0.513], [5.615, -1.802, 0.942], [4.568, -2.540, -0.453], [5.946, -1.122, -2.297], [6.816, -0.205, -0.869], [3.857, 0.153, -1.964], [5.022, 1.475, -1.254], [4.614, 0.104, 1.281], [3.186, -0.720, 0.364], [2.457, 1.512, 1.886], [3.721, 2.510, 0.885], [2.420, 2.425, -1.226], [1.216, 2.964, 0.118], [1.123, 0.620, -1.938], [1.123, -0.137, -0.113], [-1.079, 3.475, -1.044], [0.102, 2.669, -2.402], [-1.759, 2.416, -2.524], [-0.637, 2.295, 1.047], [-0.724, 0.626, 1.219], [-2.786, 2.830, 0.761], [-0.633, -0.577, 3.117], [-0.474, -3.283, 3.640], [-2.853, -4.855, 3.592], [-5.466, -0.824, 2.402], [-4.507, 0.523, 0.401], [-3.623, 2.946, -1.529], [-5.229, 2.461, -0.677], [-5.252, 0.159, -2.414], [-7.160, 1.983, -1.990], [-6.875, 1.796, -3.936], [-6.106, 3.235, -2.992], [-1.837, 0.240, -2.624], [1.882, 2.991, 3.278], [2.690, 2.898, 4.863], [4.206, 2.918, 4.738], [4.838, 1.429, 3.993], [2.340, 1.994, 5.371], [2.354, 3.764, 5.441], [4.660, 2.993, 5.730], [4.549, 3.769, 4.141], [-0.084, -4.401, 7.443], [-1.607, -5.308, 7.626], [-2.393, -5.379, 6.326], [-3.046, -3.793, 5.847], [-2.189, -4.836, 8.423], [-1.337, -6.317, 7.953], [-3.248, -6.051, 6.446], [-1.777, -5.756, 5.503], [-8.496, 1.827, -7.344], [-6.905, 2.341, -7.959], [-5.844, 2.355, -6.869], [-6.130, 3.640, -5.670], [-7.022, 3.327, -8.420], [-6.624, 1.631, -8.743], [-4.862, 2.547, -7.310], [-5.799, 1.399, -6.339], [2.111, 5.506, 0.021], [1.952, 6.634, -1.349], [0.985, 6.122, -2.405], [1.619, 4.696, -3.263], [2.950, 6.805, -1.766], [1.588, 7.581, -0.939], [0.814, 6.896, -3.159], [0.017, 5.853, -1.968]], "forces_ev_per_angstrom": [[0.278, 0.401, 1.652], [-0.674, 2.231, -1.659], [-0.003, -1.708, -1.317], [0.459, 0.648, 1.160], [-0.397, -1.126, -0.534], [0.217, -0.096, 0.517], [0.315, -0.431, -0.639], [-0.060, -0.442, 0.198], [0.182, 0.085, -0.797], [1.428, 0.221, -0.453], [-0.079, 0.429, -0.516], [2.467, 0.966, -2.286], [-0.660, 0.015, -0.448], [-0.053, -0.471, 0.896], [-2.600, 1.265, 0.503], [0.457, -0.979, 1.911], [4.021, -1.290, -1.403], [-2.494, -1.201, -2.545], [-1.043, -4.478, 0.912], [-2.092, -1.206, -0.495], [-3.323, 2.714, -1.521], [0.695, 4.459, -1.375], [2.179, 1.240, -0.577], [0.503, 0.962, 1.241], [2.836, -3.539, -1.968], [0.889, 1.633, 4.884], [-1.041, 3.034, -3.914], [3.338, -1.700, 0.884], [-1.559, 0.487, 0.493], [-0.444, -0.260, 0.656], [-2.701, 0.454, 1.526], [1.036, 0.941, -0.746], [0.049, -0.524, 1.485], [1.962, 1.333, 0.387], [-0.462, 1.690, -0.846], [-5.387, -6.268, 5.179], [4.642, 4.026, 0.027], [0.009, 2.817, -4.869], [3.455, 1.362, -2.930], [0.415, -3.024, 3.389], [-4.682, -0.188, -1.549], [0.397, -0.950, -2.982], [-4.028, 0.553, 2.923], [3.882, 0.739, 3.289], [0.707, -4.261, 1.041], [4.700, 2.907, -0.589], [-3.240, 3.320, 2.520], [-2.193, -0.348, -4.721], [-2.136, -0.888, -1.201], [1.423, 0.300, -2.079], [0.144, -1.739, 1.410], [-0.326, -1.809, 1.601], [-1.269, 1.794, 1.319], [0.262, 1.418, 1.731], [0.287, 1.364, -2.174], [0.078, -0.132, -2.322], [2.108, 1.139, 0.553], [-0.365, 0.977, 2.386], [-1.865, -0.939, -0.648], [1.223, 0.601, 2.147], [-0.900, -2.227, 0.578], [-1.591, 0.523, -2.035], [1.203, 2.239, 0.211], [1.330, -0.487, -2.560], [-1.740, -1.872, -0.050], [-1.613, -0.732, 2.014], [0.883, -1.760, -0.751], [-0.562, -0.040, 2.665], [-0.748, 1.451, -1.461], [0.587, -2.000, -1.601], [-2.098, -0.321, 1.922], [1.776, 0.296, 1.892], [-0.304, -1.236, -0.938], [-0.949, 0.748, -0.511], [0.416, -2.465, 0.321], [-2.296, -1.688, 0.166], [-2.859, 1.028, -0.556], [-0.584, 2.633, -0.980], [2.611, -1.118, 0.721], [2.261, 0.586, -1.489], [-1.219, -1.909, 0.163], [2.051, -0.951, -1.283], [1.224, 2.375, -0.537], [1.509, -0.093, -1.707], [0.903, 0.387, 2.610], [-0.853, -2.477, 0.361], [0.518, -0.525, 2.126], [-0.431, 0.661, 0.621], [0.219, 0.047, 0.650], [-0.103, 0.259, 0.066], [-0.059, 0.004, -0.062], [0.108, 0.154, -0.222], [0.115, -0.109, -0.139], [-0.185, -0.044, -0.125], [-0.131, -0.227, 0.065], [-0.041, 0.042, -0.055], [-0.181, -0.175, 0.056], [-0.030, -0.321, 0.276], [-0.126, -0.057, 1.701], [0.119, -0.032, -0.264], [-0.060, 0.143, -0.153], [0.126, 0.132, 0.057], [0.004, 0.144, 0.160], [0.051, 0.039, 0.059], [0.225, 0.101, -0.134], [-0.046, -0.230, -0.377], [-0.142, 0.338, -0.438], [0.001, -0.194, 0.198], [0.017, 0.074, 0.201], [-0.179, 0.009, 0.009], [-0.149, 0.251, -0.146], [0.024, -0.008, 0.044], [-0.060, 0.276, -0.291], [-0.092, 0.335, 0.179], [0.070, -0.052, -0.036], [-0.228, -0.156, 0.081], [-0.019, -0.192, -0.094], [0.106, -0.114, 0.139], [0.251, 0.012, -0.036]]}

---

Record 2
{"formula": "C20H43N2P3PtS", "method": "ωB97M-V/def2-TZVPD", "fmax_ev_per_a": 3.14, "e_tot_ev": -66320.9365, "s2": 6.0389, "spin_multiplicity": 5, "lumo_ev": [-11.55, -15.56], "charge": 4, "gap_ev": [7.88, 3.81], "species": ["Pt", "P", "P", "P", "H", "C", "C", "H", "C", "C", "C", "C", "C", "C", "C", "C", "C", "H", "H", "H", "H", "H", "H", "H", "H", "H", "H", "H", "H", "H", "H", "H", "H", "H", "H", "H", "H", "H", "H", "H", "H", "H", "H", "H", "H", "H", "C", "C", "C", "C", "C", "C", "S", "H", "H", "H", "H", "H", "H", "C", "N", "C", "C", "N", "H", "H", "H", "H", "H", "H"], "coordinates": [[0.389, -0.878, 0.187], [0.923, -0.585, 2.354], [1.694, -1.364, -1.722], [-1.343, -2.392, 0.225], [0.075, 4.379, -0.499], [-0.866, 3.959, -0.128], [-1.052, 3.801, 1.203], [-0.339, 4.262, 1.915], [1.490, 0.965, 3.123], [2.305, -1.717, 2.712], [-0.359, -1.083, 3.531], [1.127, -0.663, -3.295], [3.440, -0.797, -1.588], [1.881, -3.171, -1.931], [-2.733, -1.730, 1.155], [-0.754, -3.895, 1.090], [-1.882, -2.950, -1.408], [-1.551, 3.544, -0.854], [-1.957, 3.362, 1.667], [0.962, 1.832, 2.716], [2.569, 1.088, 2.973], [1.307, 0.882, 4.203], [3.218, -1.331, 2.245], [2.120, -2.730, 2.340], [2.433, -1.740, 3.800], [-1.266, -0.492, 3.374], [0.046, -0.860, 4.525], [-0.588, -2.150, 3.463], [1.672, -1.114, -4.135], [1.323, 0.414, -3.280], [0.053, -0.828, -3.416], [4.104, -1.419, -2.200], [3.766, -0.845, -0.542], [3.512, 0.246, -1.920], [2.607, -3.384, -2.731], [0.924, -3.641, -2.192], [2.255, -3.607, -0.993], [-3.640, -2.275, 0.865], [-2.854, -0.673, 0.880], [-2.578, -1.821, 2.240], [-1.565, -4.638, 1.080], [-0.473, -3.644, 2.123], [0.121, -4.297, 0.553], [-2.871, -3.421, -1.332], [-1.144, -3.661, -1.809], [-1.973, -2.089, -2.091], [-3.824, 0.436, -1.931], [-4.474, -0.072, -3.096], [-5.855, 0.087, -3.223], [-6.592, 0.764, -2.235], [-5.940, 1.293, -1.111], [-4.570, 1.145, -0.961], [-2.187, 0.288, -1.689], [1.671, 0.047, -0.167], [-3.893, -0.535, -3.898], [-6.350, -0.312, -4.123], [-7.673, 0.882, -2.346], [-6.505, 1.842, -0.369], [-4.037, 1.630, -0.143], [5.268, 2.694, 0.050], [3.934, 3.063, 0.515], [3.757, 4.295, 1.284], [2.906, 2.283, 0.370], [1.895, 1.673, 0.368], [5.923, 3.540, 0.255], [5.255, 2.484, -1.021], [5.651, 1.805, 0.561], [2.944, 4.892, 0.839], [3.475, 4.076, 2.328], [4.696, 4.849, 1.268]], "forces_ev_per_angstrom": [[-0.471, 1.024, -1.206], [1.560, -0.431, 2.693], [1.762, -1.139, -0.862], [0.122, -1.858, 0.435], [-0.566, 0.103, 0.026], [0.503, -0.841, 1.595], [0.050, 0.549, -0.541], [-0.457, -0.406, -0.454], [0.044, 0.420, -0.371], [-0.108, -0.018, -0.358], [-0.516, -0.158, -0.268], [-0.523, 0.387, 0.376], [-0.257, 0.237, 0.367], [-0.374, -0.023, 0.312], [-0.312, 0.357, 0.001], [-0.131, 0.231, -0.316], [-0.097, 0.197, -0.342], [-0.164, 0.215, -0.113], [0.577, 0.310, -0.508], [0.035, -0.088, 0.200], [-0.273, -0.053, -0.084], [-0.033, -0.020, -0.271], [-0.086, -0.077, 0.130], [-0.001, 0.148, 0.142], [0.050, -0.023, -0.143], [0.087, -0.040, 0.202], [-0.098, -0.118, -0.156], [0.016, 0.231, 0.101], [-0.006, -0.087, 0.264], [-0.086, -0.126, -0.058], [0.148, -0.027, -0.193], [-0.274, 0.064, 0.044], [0.037, -0.127, -0.213], [-0.046, -0.199, 0.013], [-0.186, 0.222, 0.175], [0.301, 0.106, 0.044], [-0.062, 0.094, -0.266], [0.064, 0.036, 0.126], [-0.167, -0.255, 0.277], [-0.071, -0.022, -0.494], [0.254, 0.089, 0.125], [-0.126, -0.253, -0.372], [-0.334, 0.062, 0.227], [0.243, -0.090, -0.007], [-0.390, 0.149, 0.137], [0.068, -0.589, 0.153], [-0.636, 0.056, -0.539], [-1.071, -0.102, -0.538], [1.156, -0.566, -0.776], [-0.293, -0.177, -0.105], [1.037, 0.154, 0.488], [-1.108, 0.761, 0.582], [0.427, 0.594, -0.246], [0.557, 0.830, 0.575], [-0.256, 0.041, 0.307], [0.241, 0.294, 0.565], [0.326, -0.008, 0.009], [0.027, 0.003, -0.007], [-0.294, -0.179, -0.033], [0.578, -0.319, -0.672], [-0.644, -0.659, -0.051], [-0.728, 0.734, 0.748], [0.323, 0.016, 0.930], [0.339, 0.347, -1.576], [-0.019, -0.193, -0.163], [0.068, 0.178, 0.041], [-0.176, 0.197, 0.132], [0.455, -0.130, 0.103], [0.244, 0.032, -0.337], [-0.257, -0.070, -0.007]]}